Density functional theory data (ωB97M-V/def2-TZVPD) for C34H41ClN4P2W as an isolated structure at a distorted geometry.

Element x y z (Å)
W (0.412494, 0.893106, -0.326756)
C (1.138259, -1.123005, 4.227913)
C (1.740529, -1.227937, 3.040975)
C (0.999328, -1.594341, 1.764007)
C (-0.108639, -0.658069, 1.245511)
C (-1.452009, -0.808764, 1.914818)
C (-1.788042, -1.224469, 3.170398)
C (-1.193624, -2.355214, 3.922345)
C (0.042379, -1.984901, 4.790134)
C (-0.430987, 2.698869, 0.457261)
H (1.682156, -0.593151, 5.012210)
H (2.777550, -0.895814, 2.907178)
H (0.572837, -2.599228, 1.903372)
H (1.763679, -1.698866, 0.971607)
H (1.975109, 1.262794, -0.879111)
H (-0.260741, -0.899315, 0.090022)
H (-2.276691, -0.455123, 1.258634)
H (-2.611758, -0.711304, 3.685563)
H (-0.933233, -3.207917, 3.269804)
H (-1.971942, -2.715436, 4.613673)
H (-0.313235, -1.480033, 5.697775)
H (0.496031, -2.935713, 5.117194)
H (0.267407, 2.855895, 1.256733)
H (-1.416614, 2.462320, 0.883820)
H (-0.470079, 3.532432, -0.253590)
P (-1.557938, 1.058165, -1.469031)
P (1.480199, -0.666623, -1.643785)
N (-3.289029, 0.561680, -1.145662)
N (-2.081460, 2.261646, -2.725506)
N (0.742600, -2.505593, -1.926911)
N (2.949535, -1.242112, -2.842563)
C (-1.020367, -0.214087, -2.635851)
C (0.449222, 0.067630, -2.999865)
C (-4.212088, 1.237638, -0.345487)
C (-5.486539, 0.764826, -0.645063)
C (-5.351124, -0.209252, -1.680674)
C (-3.998241, -0.306258, -1.978348)
C (-1.809832, 3.620338, -2.791727)
C (-2.325190, 4.124929, -3.985991)
C (-2.919230, 3.028112, -4.689560)
C (-2.747769, 1.899922, -3.896945)
C (0.788294, -3.612913, -1.096926)
C (0.186167, -4.711841, -1.732766)
C (-0.247920, -4.255760, -3.013741)
C (0.137526, -2.920646, -3.114278)
C (3.229463, -2.439373, -3.495192)
C (4.105183, -2.197229, -4.564792)
C (4.357653, -0.793623, -4.573833)
C (3.613866, -0.239473, -3.527718)
H (-1.639036, -0.297980, -3.540778)
H (-1.119950, -1.160589, -2.085782)
H (0.775907, -0.453826, -3.915047)
H (0.644290, 1.151163, -3.123497)
H (-3.864835, 1.970204, 0.371775)
H (-6.408245, 1.079126, -0.189982)
H (-6.128057, -0.770810, -2.166268)
H (-3.470866, -0.924820, -2.687948)
H (-1.274176, 4.095411, -1.983346)
H (-2.286615, 5.154791, -4.316008)
H (-3.413725, 3.044435, -5.653334)
H (-3.016763, 0.874316, -4.101706)
H (1.277582, -3.566479, -0.133343)
H (0.090457, -5.702763, -1.325122)
H (-0.757550, -4.819318, -3.782622)
H (-0.010589, -2.264477, -3.958877)
H (2.790206, -3.374851, -3.183816)
H (4.478478, -2.941242, -5.247142)
H (4.988885, -0.246133, -5.251192)
H (3.502068, 0.786061, -3.213287)
Cl (-0.484461, 1.788828, 3.635261)
C (1.026252, 2.131020, 4.352936)
C (1.058249, 2.335062, 5.714408)
C (2.273586, 2.529523, 6.369469)
C (3.452415, 2.470226, 5.622121)
C (3.436991, 2.257462, 4.249626)
C (2.203112, 2.119713, 3.536731)
C (2.179318, 1.918877, 2.125875)
H (0.123415, 2.333029, 6.256482)
H (2.277911, 2.718826, 7.442842)
H (4.408590, 2.605557, 6.124214)
H (4.376683, 2.209318, 3.683934)
H (1.907859, 2.788598, 1.502821)
H (2.969475, 1.314824, 1.651332)

Cartesian forces, eV/Å:
W -0.23 1.13 7.11
C 1.23 -1.00 0.24
C -0.63 1.19 -0.36
C 1.08 -0.57 -0.10
C -1.39 -1.31 1.43
C 1.55 1.72 -3.32
C 0.20 -0.41 0.63
C 0.30 -0.43 0.39
C -0.71 0.65 0.36
C -0.17 -0.36 -0.75
H 0.13 -0.30 -0.09
H -0.58 0.33 0.11
H -0.13 0.27 -0.32
H -0.37 0.00 0.32
H 0.28 0.24 -0.47
H -0.28 0.27 -0.35
H 0.34 0.45 0.78
H -0.07 -0.34 -0.61
H -0.16 0.55 0.04
H 0.30 0.03 -0.24
H -0.04 -0.23 -0.15
H -0.08 0.38 -0.07
H -0.30 0.44 0.34
H 0.05 0.44 -0.02
H -0.16 -0.03 0.34
P -6.43 0.07 -5.44
P 2.36 -8.15 -6.17
N 1.90 0.08 0.49
N 1.40 -0.38 1.23
N 0.28 1.84 0.06
N -1.03 1.91 1.31
C -0.62 -0.66 -0.42
C -0.21 0.27 0.07
C -0.67 -0.35 0.02
C 1.44 0.23 -0.05
C 1.67 0.29 0.02
C -0.72 -0.22 0.26
C -0.31 0.69 -0.95
C 0.39 -0.68 1.02
C 0.47 -0.71 1.24
C -0.10 0.53 -0.71
C -0.36 -0.98 0.00
C 0.55 1.71 0.28
C 0.77 1.22 0.50
C -0.44 -0.72 -0.02
C 0.25 -0.58 -0.60
C -1.25 0.64 1.71
C -1.05 0.26 1.17
C 0.88 -0.06 -0.77
H 0.31 0.16 0.38
H 0.04 0.11 -0.38
H -0.07 0.38 0.30
H 0.01 -0.39 -0.24
H -0.21 -0.02 -0.10
H 0.00 0.10 0.09
H -0.08 -0.03 0.00
H -0.26 -0.05 0.10
H -0.18 0.16 -0.23
H 0.04 -0.17 0.13
H 0.10 0.01 0.22
H -0.20 0.36 0.05
H -0.09 -0.06 -0.19
H 0.03 -0.01 0.07
H 0.11 0.07 0.09
H 0.08 -0.12 0.12
H 0.07 0.12 0.07
H 0.05 -0.06 0.10
H 0.00 0.05 -0.03
H 0.19 0.10 -0.05
Cl -0.75 0.02 -0.22
C 1.49 0.37 -0.59
C 0.23 0.10 0.30
C -0.09 -0.06 -0.47
C 0.18 0.16 0.20
C -0.57 -0.34 -0.61
C -0.25 -0.44 2.54
C 1.13 0.60 -1.89
H 0.00 0.02 0.08
H 0.12 -0.10 -0.32
H -0.19 -0.04 -0.14
H -0.43 0.06 0.31
H 0.03 -0.65 0.40
H -0.13 0.26 0.42

Its spin multiplicity is 3. As for the net charge: +2. The HOMO energy (spin up / spin down) comes out at -12.8229 / -12.8230 eV. The expectation value of S² is 2.27. The HOMO-LUMO gap (spin up / spin down) is 0.153 / 0.147 Eh.

Atom-resolved charges from Löwdin, all expressed in e: W 0.993; C -0.112; C -0.085; C -0.206; C -0.248; C -0.069; C -0.010; C -0.149; C -0.141; C -0.291; H 0.115; H 0.114; H 0.116; H 0.075; H -0.001; H 0.044; H 0.105; H 0.144; H 0.130; H 0.134; H 0.121; H 0.141; H -0.066; H 0.008; H 0.015; P 0.977; P 1.017; N -0.211; N -0.202; N -0.202; N -0.187; C -0.420; C -0.374; C -0.132; C -0.050; C -0.042; C -0.143; C -0.127; C -0.053; C -0.039; C -0.132; C -0.153; C -0.059; C -0.054; C -0.188; C -0.131; C -0.051; C -0.066; C -0.191; H 0.086; H 0.067; H 0.108; H 0.096; H 0.103; H 0.108; H 0.110; H 0.101; H 0.083; H 0.108; H 0.114; H 0.093; H 0.088; H 0.102; H 0.110; H 0.105; H 0.103; H 0.106; H 0.102; H 0.093; Cl 0.816; C -0.611; C -0.101; C -0.033; C -0.054; C -0.009; C -0.306; C 0.019; H 0.112; H 0.125; H 0.121; H 0.129; H 0.062; H 0.078



Density functional theory data (ωB97M-V/def2-TZVPD) for a single C34H41N7O5 molecule.

Element x y z (Å)
C (4.800596, -0.082170, 8.740969)
C (5.420488, -0.354639, 7.375935)
C (4.359849, -0.662455, 6.321556)
C (4.975966, -0.944539, 4.953445)
C (3.912046, -1.253428, 3.904654)
C (4.539612, -1.560516, 2.546650)
O (3.552274, -1.755229, 1.543650)
C (2.987671, -2.971484, 1.474944)
O (3.312937, -3.894009, 2.205548)
N (2.048464, -2.971342, 0.489829)
C (1.413920, -4.058420, 0.149040)
N (1.606304, -5.249243, 0.731172)
C (0.444203, -3.947834, -0.943975)
C (-0.573056, -4.882601, -1.142893)
C (-1.463342, -4.739551, -2.183214)
C (-1.364585, -3.666128, -3.076581)
N (-2.241906, -3.595804, -4.132740)
C (-2.449330, -2.383330, -4.898398)
C (-2.829278, -1.229704, -4.025793)
N (-2.034610, -0.229439, -3.780535)
C (-2.672223, 0.537111, -2.842098)
C (-2.242112, 1.675857, -2.177726)
C (-3.085400, 2.209881, -1.217443)
C (-2.688635, 3.436131, -0.468709)
O (-3.451875, 4.370183, -0.319686)
N (-1.405117, 3.465548, 0.017545)
C (-0.842009, 4.758914, 0.356815)
C (-0.148600, 5.416088, -0.848510)
C (-1.171594, 5.812562, -1.889379)
O (-1.603059, 6.925615, -2.031764)
O (-1.532862, 4.760945, -2.629512)
C (-2.573276, 4.953332, -3.590103)
C (-2.283413, 4.118311, -4.824991)
C (-0.566156, 2.350841, 0.113197)
C (-1.054123, 1.093746, 0.484272)
C (-0.161932, 0.042104, 0.554670)
C (1.184080, 0.266882, 0.295377)
C (1.569672, 1.561090, -0.002706)
N (0.724251, 2.575422, -0.095765)
C (-4.351124, 1.659876, -0.968967)
C (-4.786050, 0.519646, -1.610340)
C (-3.924136, -0.048634, -2.535982)
N (-4.001555, -1.177081, -3.315634)
C (-5.079458, -2.123757, -3.325614)
C (-0.345524, -2.727865, -2.877412)
C (0.529281, -2.867861, -1.825117)
H (4.125075, 0.768999, 8.689913)
H (5.571910, 0.135255, 9.476150)
H (4.235116, -0.946638, 9.082109)
H (6.000480, 0.515641, 7.060395)
H (6.108275, -1.199851, 7.452143)
H (3.674390, 0.184429, 6.241480)
H (3.777353, -1.529979, 6.639720)
H (5.559726, -0.078194, 4.633039)
H (5.659403, -1.792961, 5.033426)
H (3.323822, -2.117870, 4.218851)
H (3.234418, -0.403720, 3.794346)
H (5.140381, -0.717834, 2.196583)
H (5.165568, -2.457099, 2.618458)
H (1.189491, -6.091053, 0.377297)
H (2.299001, -5.276549, 1.474580)
H (-0.703158, -5.712339, -0.462451)
H (-2.254238, -5.465869, -2.316309)
H (-3.031798, -4.219541, -4.067520)
H (-1.524310, -2.113263, -5.414780)
H (-3.218006, -2.581735, -5.649599)
H (-1.286468, 2.119234, -2.403102)
H (-1.659998, 5.393207, 0.707823)
H (-0.110035, 4.614940, 1.152788)
H (0.365896, 6.315787, -0.513090)
H (0.561852, 4.703742, -1.266308)
H (-2.627648, 6.019833, -3.832890)
H (-3.516012, 4.651026, -3.120792)
H (-2.236652, 3.063355, -4.567896)
H (-1.333512, 4.413234, -5.263898)
H (-3.072518, 4.270819, -5.556041)
H (-2.097576, 0.957193, 0.719409)
H (-0.501025, -0.947468, 0.823100)
H (1.896590, -0.539376, 0.352408)
H (2.606487, 1.813856, -0.182225)
H (-4.980692, 2.144503, -0.238031)
H (-5.751233, 0.090036, -1.387624)
H (-5.168557, -2.581806, -4.310774)
H (-6.012059, -1.609019, -3.095986)
H (-4.920038, -2.907026, -2.577992)
H (-0.251977, -1.878494, -3.532634)
H (1.307002, -2.140427, -1.661755)

Cartesian forces, eV/Å:
C 0.21 -0.02 -0.15
C -0.35 0.00 0.07
C 0.51 0.01 -0.09
C -0.44 -0.02 0.00
C 0.27 -0.06 -0.28
C 0.20 -0.08 0.55
O -0.12 -0.01 -0.16
C -0.09 -0.12 -0.20
O 0.22 -0.12 0.31
N -0.20 0.46 -0.30
C 0.35 -0.15 0.41
N 0.04 -0.13 0.10
C -0.32 -0.02 -0.36
C 0.13 0.16 0.02
C -0.08 -0.02 -0.04
C 0.30 -0.12 0.30
N -0.44 -0.28 -0.26
C 0.08 -0.01 0.06
C 0.12 0.23 -0.10
N 0.43 -0.14 -0.47
C -0.71 -0.19 0.30
C -0.33 -0.07 -0.01
C -0.21 0.05 -0.38
C -0.11 -0.19 0.11
O -0.11 0.05 -0.04
N -0.10 0.23 0.06
C 0.14 0.40 0.01
C -0.23 -0.01 -0.01
C 0.46 0.40 0.35
O -0.11 0.08 -0.02
O 0.15 -0.46 -0.23
C -0.41 0.28 -0.42
C 0.09 0.13 0.44
C 0.37 -0.62 0.28
C 0.18 0.02 0.13
C 0.03 0.16 -0.05
C 0.02 0.07 -0.03
C 0.15 -0.37 0.06
N -0.37 0.40 -0.08
C 0.08 0.08 0.06
C -0.15 -0.11 0.05
C 0.51 0.45 0.06
N 0.18 0.20 -0.08
C -0.16 -0.28 0.12
C -0.15 -0.02 -0.18
C 0.05 -0.27 0.25
H -0.09 0.09 0.05
H 0.00 0.03 0.14
H -0.08 -0.07 0.08
H 0.09 -0.02 -0.04
H 0.08 0.01 -0.05
H -0.10 0.01 0.02
H -0.10 -0.02 0.02
H 0.11 0.02 0.00
H 0.10 -0.01 0.00
H -0.05 0.01 0.00
H -0.05 0.02 0.01
H -0.04 -0.09 0.03
H -0.02 0.18 -0.04
H 0.02 0.11 -0.06
H -0.11 -0.03 -0.05
H -0.02 -0.07 0.05
H -0.06 -0.07 -0.01
H 0.11 0.07 -0.04
H -0.17 0.07 -0.02
H 0.13 -0.02 0.02
H 0.16 0.05 0.00
H 0.16 -0.11 0.04
H -0.11 0.04 -0.06
H -0.04 0.01 -0.07
H -0.01 0.11 0.03
H -0.05 -0.23 0.06
H 0.11 0.08 0.00
H -0.01 -0.12 -0.07
H 0.08 0.01 -0.09
H -0.08 -0.01 -0.09
H -0.04 -0.03 0.02
H -0.04 -0.10 0.03
H 0.07 -0.03 -0.02
H 0.12 -0.09 0.01
H -0.07 0.05 0.05
H -0.10 -0.02 0.05
H -0.04 0.03 0.04
H 0.02 -0.04 -0.07
H -0.06 0.02 -0.05
H 0.03 0.09 -0.05
H 0.08 0.10 -0.01

As for the net charge: 0. The HOMO energy comes out at -8.2648 eV. The HOMO-LUMO gap is 0.312 Eh. Its SMILES is CCCCCCOC(=O)/N=C(\N)c1ccc(NCc2nc3cc(C(=O)N(CCC(=O)OCC)c4ccccn4)ccc3n2C)cc1.

Atom-resolved charges from Löwdin, all expressed in e: C -0.121; C -0.280; C -0.237; C -0.221; C -0.180; C -0.179; O -0.010; C -0.547; O 0.066; N 0.166; C -0.319; N 0.198; C -0.162; C -0.035; C -0.026; C -0.258; N 0.027; C -0.111; C -0.292; N 0.174; C -0.197; C 0.035; C -0.163; C -0.407; O 0.098; N 0.028; C -0.112; C -0.054; C -0.498; O 0.114; O -0.025; C -0.206; C -0.052; C -0.289; C 0.001; C -0.044; C -0.059; C -0.122; N 0.132; C -0.016; C 0.002; C -0.150; N -0.018; C -0.009; C -0.003; C -0.006; H 0.070; H 0.066; H 0.070; H 0.107; H 0.107; H 0.116; H 0.116; H 0.117; H 0.119; H 0.116; H 0.122; H 0.131; H 0.128; H 0.103; H 0.091; H 0.106; H 0.108; H 0.122; H 0.128; H 0.125; H 0.133; H 0.132; H 0.126; H 0.126; H 0.107; H 0.121; H 0.127; H 0.056; H 0.080; H 0.078; H 0.118; H 0.108; H 0.065; H 0.107; H 0.121; H 0.106; H 0.090; H 0.093; H 0.099; H 0.096; H 0.110



Per-record relative energy (zero: lowest compared OMol25 entry of this formula, charge and spin), kcal per mole: 13.4, 4.0